# 1
Entry from the OMol25 dataset: an isolated ion of composition C5H11N2 and charge +1 (ωB97M-V/def2-TZVPD).

Results
* SMILES: [H]/N=C/[C@@H](C)[NH2+]C=C
* HOMO: -14.5105 eV
* charge: +1
* energy above the lowest of the compared OMol25 structures with the same formula, charge and spin: 1.491 eV
* electronic energy: -306.32869 hartree

Cartesian coordinates (Å):
C  -0.072  -2.442  -1.482
C  -0.787  -1.671  -0.700
C  0.449  2.197  0.089
C  0.488  0.620  0.162
C  0.314  0.208  1.616
N  -0.550  2.721  -0.437
N  -0.580  -0.129  -0.687
H  -0.246  -3.504  -1.497
H  0.706  -2.081  -2.135
H  -1.561  -1.982  -0.019
H  1.321  2.650  0.553
H  1.462  0.289  -0.211
H  1.076  0.684  2.229
H  0.419  -0.869  1.730
H  -0.658  0.520  1.989
H  -0.591  3.737  -0.456
H  -0.407  0.156  -1.659
H  -1.473  0.304  -0.417

# 2
Entry from the OMol25 dataset: an isolated ion of composition C5H11N2O and charge -1 (ωB97M-V/def2-TZVPD).

Results
* SMILES: N/C=N\CCCC[O-]
* HOMO: -2.2002 eV
* charge: -1
* energy above the lowest of the compared OMol25 structures with the same formula, charge and spin: 2.117 eV
* electronic energy: -381.76745 hartree

Cartesian coordinates (Å):
C  -1.577  0.350  0.950
O  -2.573  -0.317  1.434
C  -0.339  -0.240  1.729
C  1.075  -0.137  1.180
C  1.254  -1.041  -0.144
N  -0.288  0.681  -2.152
C  1.146  0.716  -1.949
N  1.713  -0.121  -1.166
H  -1.629  0.269  -0.141
H  -1.487  1.432  1.149
H  -0.575  -1.293  1.677
H  -0.534  0.168  2.692
H  1.209  0.982  1.076
H  1.919  -0.333  1.832
H  0.344  -1.582  -0.638
H  1.962  -1.817  0.115
H  -0.962  0.059  -1.729
H  -0.778  1.512  -2.312
H  1.784  1.332  -2.572

# 3
Entry from the OMol25 dataset: an isolated ion of composition C5H11N2O and charge -1 (ωB97M-V/def2-TZVPD).

Results
* SMILES: [H]/N=C\NCCCC[O-]
* HOMO: -2.3762 eV
* charge: -1
* energy above the lowest of the compared OMol25 structures with the same formula, charge and spin: 0.205 eV
* electronic energy: -381.83771 hartree

Cartesian coordinates (Å):
C  0.090  2.395  -0.299
O  -0.051  3.258  -1.294
C  1.042  1.204  -0.587
C  1.386  0.364  0.652
C  0.214  -0.444  1.188
N  -1.584  -3.260  -0.379
C  -1.244  -2.234  0.312
N  -0.051  -1.586  0.319
H  0.418  2.803  0.713
H  -0.889  1.908  0.006
H  1.955  1.539  -1.084
H  0.521  0.575  -1.324
H  1.817  1.010  1.419
H  2.153  -0.374  0.374
H  -0.678  0.170  1.300
H  0.485  -0.791  2.195
H  -0.758  -3.656  -0.830
H  -1.950  -1.895  1.071
H  0.464  -1.550  -0.550

# 4
Entry from the OMol25 dataset: a 2-piece molecular cluster, C5H11N2O overall (ωB97M-V/def2-TZVPD).

Results
* HOMO: -11.6729 eV
* charge: +1
* energy above the lowest of the compared OMol25 structures with the same formula, charge and spin: 7.036 eV
* electronic energy: -381.40538 hartree

Cartesian coordinates (Å):
O  0.069  1.665  -0.251
C  -0.957  0.977  -0.572
C  -1.063  -0.387  -0.897
C  0.144  -1.293  -0.763
C  0.045  -2.477  0.198
C  1.071  -2.257  2.342
N  0.063  -2.004  1.559
N  0.302  4.620  -1.265
H  -1.928  1.534  -0.541
H  -1.991  -0.820  -1.297
H  0.313  -1.831  -1.723
H  1.113  -0.781  -0.512
H  0.973  -3.048  -0.021
H  -0.894  -3.054  0.067
H  0.965  -1.953  3.400
H  1.901  -3.009  2.226
H  1.212  4.718  -1.696
H  -0.031  3.745  -0.825
H  -0.187  5.477  -0.985